*A*
ORCA calculation (wB97M-V/def2-TZVPD) on a single C5H6ClNS molecule.

The SMILES is SN1C=CC=C[C@@H]1Cl. The value obtained for the frontier orbital gap is 8.48 eV. Its molar mass is 147.630 g/mol. As for the HOMO energy: -8.0 eV.

CARTESIAN COORDINATES (ANGSTROEM)
S -2.3859 1.3049 0.2964
N -0.7765 0.6804 0.1533
C 0.0888 0.9430 -0.8350
C 1.3506 0.4470 -0.9799
C 1.6572 -0.6669 -0.1401
C 0.6807 -1.2014 0.6508
C -0.7664 -0.8660 0.6690
Cl -1.8994 -1.8130 -0.3101
H -1.9581 2.4348 0.7221
H -0.3334 1.7835 -1.3659
H 1.8993 1.1154 -1.7269
H 2.6276 -1.2112 -0.1266
H 0.9660 -1.9958 1.3329
H -1.1504 -0.9545 1.6599

***

*B*
ORCA calculation (wB97M-V/def2-TZVPD) on 2 unconnected molecules or ions with the total composition C5H6ClNS.

The SMILES is CC1=C[C@@H]1Cl.N=C=S. The value obtained for the frontier orbital gap is 10.06 eV. Its molar mass is 147.630 g/mol. As for the HOMO energy: -9.4 eV.

CARTESIAN COORDINATES (ANGSTROEM)
C 0.3239 -0.8040 0.2490
C 0.9350 0.4696 -0.1284
C 1.1074 1.4771 -0.9456
C 1.9685 1.4575 0.2593
Cl 3.7030 1.0049 0.0784
H -0.4816 -1.0626 -0.4352
H -0.0686 -0.7474 1.2630
H 1.0824 -1.5855 0.2246
H 0.8920 2.0034 -1.8405
H 1.8757 2.1497 1.0836
N -3.4473 -0.2331 0.0475
C -2.9336 0.8475 0.0455
S -2.0923 2.1390 0.2052
H -4.2573 -0.6436 -0.3649

***

Of them, *A* has the highest stability.

***

*A*
ORCA calculation (wB97M-V/def2-TZVPD) on 2 unconnected molecules or ions with the total composition CH3N2S.

As for the total charge: +1. The value obtained for the frontier orbital gap (alpha / beta) is 6.99 / 9.06 eV. Its molar mass is 75.116 g/mol. As for the HOMO energy (alpha / beta): -15.5 / -15.0 eV.

CARTESIAN COORDINATES (ANGSTROEM)
C 0.6956 -0.4171 0.9620
N 1.1339 -0.8011 -0.1233
N -1.3669 0.5054 -0.0673
S 2.2475 0.3109 0.3776
H 0.8007 -1.1782 -1.0140
H -1.5982 1.1326 -0.8729
H -1.9126 0.4474 0.7379

***

*B*
ORCA calculation (wB97M-V/def2-TZVPD) on a gas-phase ion, CH3N2S (charge +1).

As for the total charge: +1. The value obtained for the frontier orbital gap is 8.95 eV. Its molar mass is 75.116 g/mol. As for the HOMO energy: -15.0 eV.

CARTESIAN COORDINATES (ANGSTROEM)
C 0.0682 0.2213 0.2575
N -1.1358 0.6200 0.2264
N 0.8884 -0.7807 -0.4318
S -0.1906 1.0803 1.7786
H -2.0175 0.7396 -0.2344
H 0.4998 -1.2802 -1.2404
H 1.8875 -0.6002 -0.3558

***

Of them, *B* has the highest stability.

***

*A*
ORCA calculation (wB97M-V/def2-TZVPD) on 2 unconnected molecules or ions with the total composition C5H11NO2S2.

The SMILES is C=C[S@](=N)(=O)O.CC(C)=S. The value obtained for the frontier orbital gap is 8.64 eV. Its molar mass is 181.282 g/mol. As for the HOMO energy: -8.9 eV.

CARTESIAN COORDINATES (ANGSTROEM)
C 3.6544 0.4967 1.2969
C 2.9918 -0.3853 0.5905
S 1.3095 -0.0653 -0.1874
N 0.1989 -0.9397 0.3835
O 1.6597 -0.2868 -1.5942
O 1.1720 1.6090 0.0907
H 4.7688 0.1709 1.4467
H 3.4096 1.5427 1.6570
H 3.4364 -1.3283 0.3821
H -0.1295 -0.6662 1.2688
H 0.1940 1.9196 0.0945
C -2.6969 -1.1965 0.0307
C -2.0971 0.1532 -0.0870
C -1.9634 0.5704 -1.5073
S -1.9197 1.1999 1.1738
H -2.1082 -1.6817 0.8764
H -3.7173 -1.4004 0.4638
H -2.5366 -1.6954 -0.8472
H -2.9237 0.2663 -2.0901
H -1.6537 1.5954 -1.5103
H -1.0491 0.1214 -1.9318

***

*B*
ORCA calculation (wB97M-V/def2-TZVPD) on a single C5H11NO2S2 molecule.

The value obtained for the frontier orbital gap is 8.65 eV. Its molar mass is 181.282 g/mol. As for the HOMO energy: -8.6 eV.

CARTESIAN COORDINATES (ANGSTROEM)
C 0.3484 -1.2255 1.1777
C 1.3064 -1.7115 0.1244
C -1.5097 1.8174 -0.8136
C -2.4438 0.6487 -0.4216
C -1.6873 -0.4309 0.2911
N -0.5032 -0.2085 0.5805
O 0.8241 0.1175 -1.9171
O 3.6437 0.5248 0.9388
S 1.9036 -0.2664 -1.0083
S 2.1758 1.2782 0.4829
H -0.2599 -2.1582 1.5663
H 0.9476 -0.7292 1.8827
H 2.2101 -2.0927 0.5881
H 1.0349 -2.4631 -0.6353
H -2.1135 2.6158 -1.3511
H -0.7925 2.1840 -0.0664
H -0.9912 1.4796 -1.7192
H -2.9040 -0.0362 -1.2059
H -3.3641 1.0125 0.3142
H -2.2906 -1.1950 0.5931
H 4.4651 0.8388 0.5986

***

Of them, *B* has the highest stability.

***

*A*
ORCA calculation (wB97M-V/def2-TZVPD) on 14 unconnected molecules or ions with the total composition C6H39NO14.

The value obtained for the frontier orbital gap is 6.93 eV. Its molar mass is 349.371 g/mol. As for the HOMO energy: -7.1 eV.

CARTESIAN COORDINATES (ANGSTROEM)
C -1.8684 -2.5040 -1.8047
O -1.5210 -3.7092 -2.5065
C -3.3778 -2.2414 -1.9533
C -3.5906 -0.9187 -1.3550
C -2.6851 -0.5147 -0.0174
N -2.7136 -2.8991 2.9536
C -2.6789 -2.3852 1.6447
C -3.1548 -1.1856 1.2296
H -1.5314 -2.5444 -0.7909
H -1.4262 -1.6187 -2.2166
H -1.7557 -3.7014 -3.4395
H -3.6944 -2.2835 -3.0507
H -3.9522 -3.0382 -1.5020
H -4.6896 -0.8170 -1.0830
H -3.6405 0.0340 -1.8750
H -2.9188 0.5346 0.3209
H -1.6625 -0.6358 -0.2584
H -3.0212 -2.2476 3.6528
H -1.9787 -3.5431 3.2230
H -2.2013 -3.0293 0.9231
H -3.7484 -0.7365 2.0407
H 0.4991 -1.6717 -1.3190
H 1.3081 -2.7079 -2.0878
O 0.4708 -2.5619 -1.6484
H -0.2015 1.3625 1.7331
H -0.8872 -0.0341 1.7257
O -0.8391 0.8020 1.2517
H -0.8950 5.0452 -0.9538
H 0.5348 4.8138 -0.5866
O -0.2808 5.1517 -0.2023
H 3.9437 -1.6699 -0.0846
H 4.7498 -0.5178 0.4001
O 4.7856 -1.2378 -0.2104
H 4.3078 2.6081 -0.2640
H 4.0920 2.7932 1.3668
O 3.7338 2.6617 0.4964
H 4.3037 0.5173 2.7305
H 2.8557 0.3255 2.0432
O 3.7938 0.0330 2.0856
H 1.9206 -0.8652 0.6691
H 1.9513 0.5787 0.0633
O 1.8608 -0.3489 -0.1667
H 1.5908 2.8420 -2.1565
H 2.1498 3.1197 -0.7144
O 1.9153 3.5304 -1.5638
H -0.0033 -4.0983 2.3380
H 0.8594 -3.4745 1.1825
O -0.0386 -3.6734 1.4803
H 3.2641 0.5084 -2.1303
H 2.7967 1.1124 -3.4020
O 2.5348 1.0355 -2.4721
H -0.6942 2.0150 -2.8219
H -1.2528 2.5118 -4.2211
O -1.4568 2.0777 -3.3971
H 0.8664 2.4173 3.0954
H 1.9152 1.9257 4.1459
O 1.6726 1.8454 3.2251
H 0.0151 3.9951 1.3118
H -0.3828 3.8044 2.8392
O 0.0519 3.4130 2.0840

***

*B*
ORCA calculation (wB97M-V/def2-TZVPD) on 14 unconnected molecules or ions with the total composition C6H39NO14.

The value obtained for the frontier orbital gap is 7.33 eV. Its molar mass is 349.371 g/mol. As for the HOMO energy: -7.6 eV.

CARTESIAN COORDINATES (ANGSTROEM)
C -2.8490 -0.4290 0.4206
O -1.8421 0.4974 0.8298
C -2.1199 -1.3336 -0.6525
C -1.7271 -0.4163 -1.8222
C -2.8262 0.2055 -2.6151
C -3.9097 -0.5315 -3.0065
C -1.6528 2.3610 -2.5524
N -2.6950 1.5127 -3.0897
H -3.2014 -1.1686 1.1939
H -3.7453 0.0466 -0.0203
H -1.3658 0.1256 1.5845
H -1.2245 -1.6594 -0.1517
H -2.8706 -2.1069 -0.7946
H -1.1169 -0.9470 -2.5540
H -1.0159 0.2859 -1.4651
H -4.6270 -0.1343 -3.7042
H -4.1290 -1.5368 -2.7436
H -1.0400 2.0677 -1.7193
H -0.9074 2.5077 -3.3441
H -1.8235 3.4199 -2.3760
H -3.4930 1.9715 -3.4925
H 1.3407 1.7890 -0.1147
H 1.8048 2.6190 -1.2940
O 1.1467 2.6215 -0.5826
H 3.0131 -2.4804 0.4327
H 4.1736 -1.7393 -0.1062
O 3.2932 -1.5688 0.2566
H 4.9370 -0.0334 2.1838
H 3.9451 -1.1041 2.7337
O 4.2537 -0.2024 2.8435
H 1.9358 -4.9583 1.9281
H 1.6820 -3.5636 1.8905
O 1.2865 -4.3671 1.5163
H 0.6646 0.6932 3.5231
H 0.7694 -0.0763 2.2665
O 0.0896 0.3189 2.8226
H 1.5967 -3.3507 -2.0288
H 1.3297 -4.1469 -0.6860
O 2.0104 -3.8523 -1.3077
H 1.8454 3.0705 3.5066
H 1.1239 2.5234 4.7289
O 1.5539 2.2437 3.9087
H -0.7334 -2.3310 -4.4407
H -1.7938 -1.2740 -4.3877
O -0.9119 -1.4362 -4.7622
H 3.0840 0.2076 1.0848
H 2.7122 1.3065 2.1194
O 2.4388 0.8803 1.2986
H 0.2787 -1.1461 4.3921
H 1.0365 -1.9889 5.4145
O 1.1440 -1.5425 4.5668
H -1.1318 5.2117 1.9015
H -0.2923 4.3193 2.6973
O -0.6280 5.2228 2.7274
H 2.4788 -1.8865 -3.7319
H 0.9942 -1.3994 -3.5154
O 1.5744 -2.1676 -3.5728
H -2.0153 2.7728 0.3627
H -0.5311 2.7555 0.7694
O -1.3178 3.3220 0.7297

***

Of them, *B* has the highest stability.

***

*A*
ORCA calculation (wB97M-V/def2-TZVPD) on 3 unconnected molecules or ions with the total composition C4H10OS2.

The value obtained for the frontier orbital gap is 2.88 eV. Its molar mass is 138.257 g/mol. As for the HOMO energy: -6.3 eV.

CARTESIAN COORDINATES (ANGSTROEM)
C 1.4645 -1.0999 -2.0144
C 2.6058 -0.8432 -1.2852
O 2.6355 -3.9084 -0.7872
C 1.2771 -1.1943 -3.3597
S -0.7972 0.6432 0.6837
S -1.5700 1.7639 2.1411
C -3.1576 2.2489 1.4874
H 2.0937 -1.1766 -4.0814
H 0.5714 -1.2666 -1.4245
H 2.5131 -0.5846 -0.2405
H 3.5068 -0.4652 -1.7678
H 2.7886 -2.9669 -0.9565
H 3.4884 -4.3318 -0.6612
H 0.2995 -1.2142 -3.8207
H -3.0764 2.9370 0.6451
H -3.7403 1.3821 1.1911
H -3.6868 2.7797 2.2699

***

*B*
ORCA calculation (wB97M-V/def2-TZVPD) on a single C4H10OS2 molecule.

The SMILES is CSSCCCO. The value obtained for the frontier orbital gap is 9.83 eV. Its molar mass is 138.257 g/mol. As for the HOMO energy: -9.1 eV.

CARTESIAN COORDINATES (ANGSTROEM)
C 0.9452 -2.1566 1.0750
S -0.6297 -1.5739 1.6963
S -0.2343 0.3553 2.1865
C -0.5290 1.3736 0.7267
C 0.3852 1.1451 -0.4752
C -0.2304 0.2071 -1.5161
O -1.3939 0.7331 -2.1330
H 1.7504 -1.5658 1.4975
H 1.1405 -3.1878 1.3988
H 0.9804 -2.1782 -0.0123
H -1.5882 1.4126 0.4726
H -0.3776 2.3882 1.0947
H 1.3822 0.8264 -0.1732
H 0.5356 2.0896 -0.9672
H 0.4317 0.0402 -2.3448
H -0.4508 -0.7340 -1.0120
H -2.1172 0.8251 -1.5142

***

Of them, *B* has the highest stability.

***

*A*
ORCA calculation (wB97M-V/def2-TZVPD) on a single CH2FOPS molecule.

The SMILES is C=P#S(=O)F. The value obtained for the frontier orbital gap (alpha / beta) is 8.60 / 8.60 eV. Its molar mass is 112.065 g/mol. As for the HOMO energy (alpha / beta): -9.7 / -9.7 eV.

CARTESIAN COORDINATES (ANGSTROEM)
C -1.4235 -0.0965 0.6503
P 0.2945 0.3794 1.0653
S 1.0399 0.0360 -0.9937
O 1.7482 1.2402 -1.3258
F 2.2021 -1.0868 -0.4657
H -2.1764 -0.0403 1.4066
H -1.6848 -0.4320 -0.3370

***

*B*
ORCA calculation (wB97M-V/def2-TZVPD) on 2 unconnected molecules or ions with the total composition CH2FOPS.

The value obtained for the frontier orbital gap (alpha / beta) is 5.46 / 5.19 eV. Its molar mass is 112.065 g/mol. As for the HOMO energy (alpha / beta): -8.9 / -8.6 eV.

CARTESIAN COORDINATES (ANGSTROEM)
C 0.9407 0.4380 0.8029
O -0.3024 1.0699 -1.3801
F -1.0451 -1.7363 -0.6067
P 0.9848 0.5705 -0.9401
S -2.0842 -0.5543 -0.4590
H 1.6968 -0.1643 1.4135
H -0.1906 0.3766 1.1695

***

*C*
ORCA calculation (wB97M-V/def2-TZVPD) on a single CH2FOPS molecule.

The SMILES is C=POSF. The value obtained for the frontier orbital gap is 8.10 eV. Its molar mass is 112.065 g/mol. As for the HOMO energy: -9.5 eV.

CARTESIAN COORDINATES (ANGSTROEM)
C 1.3686 -0.3871 0.1623
P 0.2222 -0.4283 1.3443
O -1.1557 -0.5798 0.6248
S -1.2735 0.3481 -1.0904
F -2.5504 1.2410 -0.5576
H 2.3561 -0.1493 0.3467
H 1.0328 -0.0445 -0.8301

***

Of them, *A* has the highest stability.